No. 1
C25H32N2O5 as an isolated structure at a distorted geometry, computed with ωB97M-V/def2-TZVPD.

Energy above the lowest of the compared OMol25 structures with the same formula, charge and spin in kcal per mole: 510.00
Energy in hartree: -1456.79429
HOMO-LUMO gap in hartree: 0.2830
Highest occupied orbital energy in eV: -7.82

Geometry as ORCA input:
```
! wB97M-V def2-TZVPD RIJCOSX def2/J DEFGRID3
* xyz 0 1
C -8.045 -1.230 -0.092
C -6.557 -0.717 -0.039
C -6.049 0.637 -0.203
C -4.743 0.404 0.052
C -3.719 1.155 -0.061
C -2.520 0.778 0.442
C -2.369 -0.636 0.829
C -3.344 -1.418 0.531
C -4.628 -0.904 0.264
O -5.698 -1.660 0.280
C -3.135 -2.686 0.958
H -2.485 -3.198 0.108
H -3.989 -3.619 0.786
H -2.606 -2.914 1.961
O -1.064 -1.026 0.829
C -0.016 -0.275 1.093
O 1.143 -0.949 1.297
C -0.118 1.124 0.753
C -1.191 1.824 0.338
C -1.510 3.216 0.206
H -1.818 3.273 -1.046
H -0.688 3.828 0.408
H -2.272 3.707 0.767
C 1.165 1.965 0.785
H 1.962 1.482 0.904
H 1.247 2.912 1.088
C 1.692 1.902 -0.853
C 1.533 0.927 -1.619
O 0.357 0.434 -2.001
N 2.614 -0.064 -1.538
H 3.413 0.284 -1.097
C 2.495 -1.417 -2.201
C 2.975 -2.314 -0.944
C 4.414 -2.374 -0.670
N 4.784 -0.999 -0.136
C 4.502 -0.558 1.301
C 4.867 0.655 1.542
O 6.213 0.927 1.798
C 6.548 0.774 0.198
C 6.126 -0.555 -0.207
H 6.582 -0.848 -1.200
H 6.707 -1.334 0.512
H 7.541 0.879 0.144
H 5.978 1.318 -0.417
H 4.537 0.838 2.707
H 4.411 1.323 1.132
H 3.470 -1.012 1.428
H 5.124 -1.640 1.935
H 5.026 -2.323 -1.676
H 4.588 -2.974 0.114
H 2.764 -3.329 -1.330
H 2.371 -2.103 -0.128
H 1.686 -1.523 -2.488
H 3.255 -1.589 -2.843
H 1.173 2.762 -1.230
H 2.764 2.508 -0.676
H -3.944 2.309 -0.204
C -7.019 1.802 -0.471
H -6.784 2.635 0.283
H -6.397 2.204 -1.157
H -7.934 1.525 -0.742
H -8.063 -2.288 0.195
H -8.733 -0.672 0.400
H -8.591 -1.166 -1.100
*
```

=====

No. 2
One molecule with the formula C20H21BrN2O4S2 at a distorted geometry, computed with ωB97M-V/def2-TZVPD.

Energy above the lowest of the compared OMol25 structures with the same formula, charge and spin in kcal per mole: 0.13
Energy in hartree: -4555.46766
HOMO-LUMO gap in hartree: 0.2897
SMILES: C=CCN1C(=O)[C@H](c2sc(=S)n(CCCCCC(=O)O)c2O)c2cc(Br)ccc21
Highest occupied orbital energy in eV: -7.40

Geometry as ORCA input:
```
! wB97M-V def2-TZVPD RIJCOSX def2/J DEFGRID3
* xyz 0 1
C 1.487 -6.372 -0.901
C 0.882 -5.163 -0.876
C 1.258 -4.143 -1.946
N 0.390 -3.013 -2.022
C 0.734 -1.756 -1.538
O 1.565 -1.364 -0.782
C -0.359 -0.727 -1.876
C -1.102 -0.183 -0.591
S -2.600 -0.748 -0.026
C -2.635 0.418 1.219
S -3.734 0.336 2.458
N -1.582 1.273 1.143
C -1.275 2.454 2.065
C -0.134 1.999 2.932
C 0.597 3.160 3.645
C 1.172 4.156 2.602
C 2.425 4.789 3.249
C 3.237 5.416 2.184
O 4.018 4.746 1.632
O 3.153 6.737 1.955
C -0.763 0.966 0.111
O 0.513 1.303 -0.281
C -1.241 -1.638 -2.752
C -2.519 -1.425 -3.241
C -3.252 -2.405 -3.854
Br -4.948 -2.042 -4.529
C -2.680 -3.593 -4.165
C -1.486 -3.962 -3.563
C -0.722 -2.918 -2.851
H 2.140 -6.615 -1.676
H 1.273 -7.109 -0.150
H 0.175 -4.746 -0.145
H 2.141 -3.717 -1.655
H 1.598 -4.550 -2.899
H 0.137 -0.002 -2.558
H -1.084 3.321 1.380
H -1.956 2.637 2.787
H -0.631 1.376 3.679
H 0.540 1.213 2.593
H 1.439 2.720 4.126
H -0.083 3.543 4.420
H 1.611 3.695 1.649
H 0.292 4.904 2.366
H 2.155 5.609 3.819
H 2.965 4.075 3.797
H 3.616 6.713 1.128
H 0.755 0.417 -0.586
H -3.137 -0.500 -3.073
H -3.246 -4.325 -4.644
H -1.100 -4.962 -3.761
*
```

=====

No. 3
C38H31Cl2EuN8O5 as an isolated structure at a distorted geometry, computed with ωB97M-V/def2-TZVPD.

Energy above the lowest of the compared OMol25 structures with the same formula, charge and spin in kcal per mole: 115.52
Energy in hartree: -3911.57195
<S²>: 12.053
HOMO-LUMO gap (alpha / beta) in hartree: 0.1531 / 0.2079
Highest occupied orbital energy (alpha / beta) in eV: -4.30 / -8.14

Geometry as ORCA input:
```
! wB97M-V def2-TZVPD RIJCOSX def2/J DEFGRID3
* xyz 0 7
Eu -0.329 -0.717 -0.341
Cl 3.858 -2.748 -5.660
C 3.196 -2.551 -4.110
C 1.815 -2.462 -3.926
C 1.303 -2.342 -2.652
N -0.055 -2.045 -2.372
C -1.021 -2.366 -3.257
O -0.988 -3.016 -4.268
C -2.444 -1.896 -2.735
C -3.477 -2.440 -3.413
C -4.771 -2.143 -2.891
C -4.895 -1.329 -1.793
C -3.735 -0.772 -1.202
N -2.542 -1.129 -1.685
C 2.163 -2.457 -1.539
C 3.546 -2.550 -1.697
C 4.030 -2.509 -3.005
Cl 5.833 -2.534 -3.202
N 1.633 -2.237 -0.230
C 2.142 -2.706 0.914
O 3.035 -3.556 1.094
C 1.677 -2.040 2.167
C 2.175 -2.411 3.439
C 1.647 -1.717 4.536
C 0.673 -0.703 4.412
C 0.228 -0.473 3.133
N 0.699 -1.093 2.068
H 1.152 -2.579 -4.797
H -3.247 -3.074 -4.263
H -5.679 -2.675 -3.249
H -5.814 -1.120 -1.375
H -3.754 -0.104 -0.393
H 4.149 -2.675 -0.901
H 2.952 -3.132 3.539
H 2.012 -1.862 5.562
H 0.117 -0.336 5.307
H -0.624 0.226 2.917
C -0.125 3.045 -3.054
C -1.026 3.934 -2.546
C -1.816 3.684 -1.424
C -1.603 2.467 -0.760
N -0.716 1.611 -1.290
C 0.015 1.830 -2.348
C -2.241 2.082 0.520
C -3.029 3.021 1.156
C -3.859 2.725 2.244
C -3.770 1.443 2.764
C -2.870 0.552 2.222
C -2.087 0.791 1.084
H 0.439 3.368 -3.950
H -1.186 4.844 -3.150
H -2.619 4.390 -1.139
H 0.776 1.096 -2.568
H -3.049 4.065 0.785
H -4.540 3.554 2.489
H -4.482 1.129 3.536
H -2.900 -0.478 2.592
O 0.796 5.391 3.541
C 1.276 5.842 2.271
N 1.598 4.739 1.454
C 2.824 4.139 1.657
O 3.698 4.635 2.334
C 2.937 2.806 1.006
C 4.198 2.297 0.558
C 4.180 1.207 -0.299
C 2.979 0.610 -0.566
N 1.804 0.896 0.013
C 1.824 1.975 0.799
H -0.160 5.196 3.405
H 2.094 6.506 2.283
H 0.426 6.309 1.733
H 0.745 4.323 1.062
H 5.043 2.865 0.816
H 5.058 0.853 -0.843
H 3.076 -0.275 -1.196
H 0.863 2.277 1.305
C -0.605 -4.770 0.059
C -1.374 -3.838 0.851
N -2.125 -4.321 1.813
O -1.279 -2.644 0.606
H 0.421 -4.577 0.316
H -0.756 -4.565 -0.975
H -0.949 -5.774 0.265
H -1.998 -5.289 2.018
H -2.565 -3.694 2.422
*
```

=====

No. 4
One molecule with the formula C26H32N4O8S at a distorted geometry, computed with ωB97M-V/def2-TZVPD.

Energy above the lowest of the compared OMol25 structures with the same formula, charge and spin in kcal per mole: 0.00
Energy in hartree: -2229.07212
HOMO-LUMO gap in hartree: 0.3003
SMILES: COc1cc(C(=O)N/C(=C\c2cn(S(=O)(=O)N(C)C)c3ccccc23)C(=O)NCCCO)cc(OC)c1OC
Highest occupied orbital energy in eV: -8.15

Geometry as ORCA input:
```
! wB97M-V def2-TZVPD RIJCOSX def2/J DEFGRID3
* xyz 0 1
C -5.924 -2.923 0.432
O -4.800 -3.633 -0.031
C -3.615 -2.976 -0.115
C -3.426 -1.647 0.208
C -2.171 -1.056 0.076
C -2.084 0.377 0.449
O -2.965 0.905 1.119
N -0.993 1.031 -0.028
C -0.448 2.315 0.166
C 0.891 2.451 0.143
C 1.844 1.360 0.131
C 2.973 1.273 -0.634
N 3.640 0.090 -0.401
S 5.183 -0.242 -1.032
O 5.369 -1.650 -0.962
O 5.247 0.429 -2.283
N 6.229 0.488 0.015
C 6.194 1.930 0.000
C 6.322 -0.125 1.317
C 2.951 -0.598 0.578
C 3.228 -1.824 1.168
C 2.363 -2.267 2.149
C 1.260 -1.508 2.545
C 0.977 -0.296 1.955
C 1.816 0.164 0.939
C -1.250 3.582 0.215
O -0.718 4.639 -0.113
N -2.509 3.498 0.646
C -3.366 4.658 0.716
C -4.245 4.812 -0.530
C -3.419 4.941 -1.820
O -2.503 5.998 -1.794
C -1.099 -1.826 -0.363
C -1.266 -3.167 -0.687
O -0.227 -3.957 -1.109
C 1.033 -3.374 -1.338
C -2.535 -3.761 -0.580
O -2.877 -5.043 -0.852
C -1.993 -5.930 -1.500
H -6.170 -2.084 -0.227
H -5.774 -2.552 1.451
H -6.744 -3.639 0.426
H -4.235 -1.030 0.563
H -0.323 0.432 -0.491
H 1.283 3.458 0.119
H 3.349 1.938 -1.385
H 6.092 2.242 -1.036
H 5.360 2.329 0.590
H 7.131 2.314 0.401
H 7.261 0.171 1.784
H 6.317 -1.202 1.171
H 5.489 0.161 1.971
H 4.080 -2.403 0.853
H 2.547 -3.218 2.626
H 0.617 -1.882 3.326
H 0.129 0.288 2.275
H -2.887 2.587 0.916
H -3.998 4.564 1.602
H -2.732 5.543 0.823
H -4.908 3.950 -0.626
H -4.853 5.709 -0.405
H -4.097 5.143 -2.654
H -2.908 3.987 -2.022
H -1.768 5.747 -1.202
H -0.104 -1.416 -0.414
H 0.980 -2.570 -2.078
H 1.654 -4.178 -1.730
H 1.483 -2.995 -0.415
H -1.656 -5.535 -2.461
H -1.125 -6.163 -0.881
H -2.578 -6.834 -1.665
*
```

=====

No. 5
A 2-piece molecular cluster, H5N3O overall at a distorted geometry, computed with ωB97M-V/def2-TZVPD.

Energy above the lowest of the compared OMol25 structures with the same formula, charge and spin in kcal per mole: 62.17
Energy in hartree: -242.31769
HOMO-LUMO gap in hartree: 0.2686
SMILES: N=O.NN
Highest occupied orbital energy in eV: -8.79

Geometry as ORCA input:
```
! wB97M-V def2-TZVPD RIJCOSX def2/J DEFGRID3
* xyz 0 1
N 2.167 0.402 0.161
O 1.750 -0.786 -0.053
H 2.864 0.844 -0.449
N -1.835 0.117 -0.092
N -0.713 -0.794 0.072
H -2.300 0.187 0.756
H -1.647 1.084 -0.360
H -0.117 -0.386 0.696
H -0.170 -0.668 -0.732
*
```

=====

No. 6
One molecule with the formula C5H11P at a distorted geometry, computed with ωB97M-V/def2-TZVPD.

Energy above the lowest of the compared OMol25 structures with the same formula, charge and spin in kcal per mole: 10.20
Energy in hartree: -538.40993
HOMO-LUMO gap in hartree: 0.3514
SMILES: C[C@@H]1[C@H](C)P1C
Highest occupied orbital energy in eV: -8.31

Geometry as ORCA input:
```
! wB97M-V def2-TZVPD RIJCOSX def2/J DEFGRID3
* xyz 0 1
C -1.107 1.054 -1.444
C -0.234 0.884 -0.240
C 0.627 -0.680 -0.072
C 0.471 -1.724 -1.138
P -0.724 -0.256 1.113
C 0.266 0.453 2.520
H -0.521 1.204 -2.352
H -1.760 1.915 -1.304
H -1.739 0.179 -1.575
H 0.412 1.711 0.019
H 1.641 -0.506 0.265
H 0.291 -2.699 -0.683
H 1.382 -1.789 -1.734
H -0.359 -1.517 -1.812
H -0.017 1.491 2.692
H 1.335 0.394 2.326
H 0.036 -0.116 3.419
*
```